Density functional theory data (ωB97M-V/def2-TZVPD) for C3H4N2O in the gas phase.

Results
**HOMO energy**: -0.31683 Eh
**Energy above the lowest of the compared OMol25 structures with the same formula, charge and spin**: 51.9 kcal per mole
**LUMO level**: 0.006 Eh
**Net charge**: 0
**Calculated total energy**: -301.40456 a.u.
**Orbital gap**: 0.3233 hartree

Atoms and positions in Å:
O1 -1.93307 -0.58108 1.34523
C1 -0.91822 -0.13855 0.84934
N1 -0.41274 1.14500 0.95690
N2 0.56517 1.17911 0.03738
C2 0.80127 0.13642 -0.71085
C3 -0.13873 -0.90592 -0.23616
H1 -1.01437 -1.15199 -0.83973
H2 1.07524 2.05540 -0.02763
H3 1.63469 0.11526 -1.40220
H4 0.34075 -1.85366 0.02772

Cartesian forces (eV/Å) of the 3 atoms listed first:
O 0.355 0.238 0.391
C -0.313 -0.009 0.153
N -0.120 -0.244 0.037